Entry from the OMol25 dataset: a molecular structure, C35H48IrO3P4 at a distorted geometry (wB97M-V/def2-TZVPD).

Computed properties:
Net charge   +4
Spin multiplicity   6
Energy   -83167.53526 eV
Kohn-Sham gap (alpha / beta)   5.9 / 3.7 eV

```
91
Properties=species:S:1:pos:R:3:forces:R:3:lowdin_spin:R:1
P 3.4589 -0.9669 -1.2066 4.930 -0.199 0.477 0.621
C 4.2102 -1.0114 0.4779 -1.699 0.181 0.713 0.091
H 5.3032 -1.1384 0.4564 -0.282 0.024 -0.554 0.022
H 3.7507 -1.8244 1.0584 0.251 0.183 -0.046 0.001
H 3.9580 -0.0601 0.9753 0.207 -0.347 -0.107 0.000
C 4.2616 -2.4040 -2.0309 -1.792 -0.667 -0.465 0.095
H 3.9727 -2.3765 -3.0943 0.301 -0.182 0.281 0.000
H 3.8432 -3.3200 -1.5870 0.319 0.114 -0.238 0.000
H 5.3601 -2.3983 -1.9369 -0.400 0.409 0.239 0.023
C 4.4690 0.4017 -1.9413 -1.561 0.861 -0.259 0.088
H 5.5062 0.0870 -2.1457 -0.482 -0.275 0.189 0.020
H 4.4563 1.2600 -1.2514 0.042 -0.265 -0.302 0.000
H 3.9822 0.7063 -2.8816 0.525 0.085 0.168 0.003
P -1.3674 3.3296 -2.2931 -0.260 0.392 -0.893 0.175
C -1.2583 3.7042 -0.5278 -0.289 0.185 0.261 0.029
H -1.8268 4.6197 -0.3113 0.176 -0.185 0.016 0.006
H -0.2141 3.8534 -0.2281 -0.179 0.015 -0.160 0.000
H -1.6778 2.8715 0.0492 0.036 0.228 -0.107 0.001
C -0.3073 4.5427 -3.1345 -0.133 0.138 0.240 0.022
H -0.2890 4.3641 -4.2170 -0.115 0.201 0.319 0.000
H 0.7123 4.4537 -2.7360 -0.189 0.110 -0.128 0.000
H -0.6896 5.5514 -2.9315 0.207 -0.112 -0.163 0.006
C -3.0537 3.5525 -2.9149 -0.089 0.413 0.403 0.021
H -3.3033 4.6194 -2.9301 -0.170 -0.190 -0.020 0.005
H -3.7351 3.0125 -2.2471 0.035 0.154 -0.179 0.000
H -3.1425 3.1382 -3.9257 0.066 0.146 0.238 0.001
P -2.5498 -1.5500 -1.3847 0.848 2.024 -0.353 0.186
C -3.2372 -1.9771 0.2100 -0.106 0.000 0.335 0.011
H -3.7975 -2.9173 0.1062 0.096 0.206 -0.081 0.002
H -3.9224 -1.1997 0.5753 0.196 -0.224 -0.196 0.001
H -2.4238 -2.1322 0.9298 -0.196 0.176 -0.265 0.000
C -3.7711 -1.8255 -2.6481 -0.351 -0.445 0.026 0.042
H -4.2548 -2.7802 -2.4265 -0.123 -0.038 -0.256 0.009
H -3.3078 -1.8653 -3.6341 -0.267 -0.026 0.157 0.001
H -4.5224 -1.0287 -2.6123 0.142 -0.140 0.006 0.002
C -1.0585 -2.4922 -1.6351 0.179 -0.528 0.013 0.030
H -1.3163 -3.5570 -1.5467 0.116 0.138 -0.081 0.006
H -0.3419 -2.2274 -0.8444 -0.275 0.029 -0.160 0.003
H -0.6298 -2.3068 -2.6224 -0.184 -0.125 0.271 0.000
Ir -0.7268 1.0369 -3.0687 0.987 -0.931 3.776 0.576
C 0.4120 1.2367 -1.5652 1.708 0.245 2.441 0.039
O 1.1347 1.3947 -0.6690 -1.759 -0.398 -2.260 0.017
C -2.0787 0.2970 -1.6076 0.298 -3.389 -0.953 0.650
O -2.7500 0.9607 -0.8282 -1.379 1.874 1.624 0.832
C -1.6983 0.5711 -5.1133 -1.063 0.149 0.232 0.039
C -1.0864 -0.5841 -4.6082 0.068 -0.837 -0.696 0.052
C 0.2697 -0.5593 -4.2568 0.044 -1.427 -0.060 0.004
C 0.9814 0.6407 -4.3380 1.281 0.031 -0.220 0.043
C 0.3683 1.7858 -4.8535 0.128 0.922 -0.422 0.035
C -0.9690 1.7459 -5.2584 -0.054 1.131 -1.985 0.165
H -2.7608 0.5554 -5.3338 0.132 0.010 -0.089 0.000
H -1.6828 -1.4764 -4.4759 0.285 0.014 -0.149 0.003
H 0.7546 -1.4432 -3.8512 -0.105 0.121 -0.195 0.001
H 1.9840 0.6959 -3.9118 -0.210 0.015 -0.473 0.002
H 0.9152 2.7150 -4.8766 0.094 0.016 -0.131 0.001
H -1.4457 2.6473 -5.6190 0.015 -0.073 -0.150 0.008
O -0.2519 -0.8046 1.0696 -0.190 0.240 0.250 0.099
P 0.0281 -0.7126 2.5476 0.045 -1.148 -0.156 -0.012
C -1.3691 -1.2904 3.5505 0.483 0.349 -0.232 0.095
C -1.2022 -2.2336 4.5757 -0.228 -0.452 0.641 0.029
C -2.3123 -2.7052 5.2832 0.866 -0.057 -0.100 0.023
C -3.5931 -2.2436 4.9767 -0.187 0.094 0.016 0.102
C -3.7672 -1.2919 3.9636 0.391 0.474 -0.688 0.017
C -2.6621 -0.8325 3.2416 -1.089 -0.013 0.321 0.041
C 1.4437 -1.7272 3.0123 0.212 0.087 0.108 -0.002
C 2.2964 -1.3843 4.0699 0.094 -0.157 -0.072 0.000
C 3.3908 -2.1965 4.3784 -0.063 0.112 0.071 0.001
C 3.6200 -3.3692 3.6563 -0.028 0.004 -0.037 0.000
C 2.7535 -3.7343 2.6201 -0.179 0.126 -0.008 0.001
C 1.6684 -2.9160 2.2941 0.143 0.161 0.112 0.000
C 0.3630 1.0100 2.9768 0.646 -0.673 -0.316 0.182
C 1.6670 1.5266 2.9208 0.556 1.032 0.262 0.017
C 1.8965 2.8740 3.2214 0.879 -1.607 -0.452 0.101
C 0.8246 3.7209 3.5222 -0.883 0.461 0.265 0.186
C -0.4823 3.2204 3.5161 -0.540 -0.487 0.044 0.007
C -0.7126 1.8695 3.2516 -0.646 1.476 0.447 0.115
H -0.2060 -2.6061 4.8212 -0.338 0.101 -0.036 0.000
H -2.1635 -3.4374 6.0776 -0.094 0.205 -0.240 0.000
H -4.4603 -2.6213 5.5234 0.303 0.141 -0.144 0.004
H -4.7602 -0.9062 3.7259 0.277 -0.192 0.115 -0.001
H -2.8021 -0.1331 2.4152 -0.032 -0.146 0.265 0.001
H 2.1086 -0.4804 4.6519 0.120 -0.279 -0.060 0.000
H 4.0572 -1.9055 5.1928 -0.195 -0.166 -0.245 0.000
H 4.4719 -4.0078 3.9051 -0.314 0.229 -0.067 0.000
H 2.9164 -4.6604 2.0669 -0.035 0.232 0.198 0.000
H 0.9939 -3.1873 1.4823 0.132 -0.005 0.168 0.000
H 2.5038 0.8729 2.6776 -0.219 0.189 0.132 -0.002
H 2.9217 3.2501 3.2364 -0.340 -0.032 -0.026 0.002
H 1.0048 4.7691 3.7704 -0.038 -0.284 -0.096 0.006
H -1.3286 3.8716 3.7412 0.312 -0.145 -0.034 -0.002
H -1.7247 1.4736 3.2878 0.184 0.192 -0.035 0.002
```
Positions in Å, forces in eV/Å.